[1]
{"formula": "C33H44BI2N11OS2Y", "method": "ωB97M-V/def2-TZVPD", "lumo_ha": -0.1220, "charge": 1, "max_force_ev_per_a": 1.25, "total_energy_ev": -92965.215, "orbital_gap_ev": 5.37, "e_homo_ev": -8.6921, "species": ["C", "H", "C", "H", "H", "C", "C", "C", "H", "H", "N", "N", "H", "B", "H", "H", "N", "C", "N", "N", "H", "C", "H", "N", "N", "N", "C", "H", "C", "C", "C", "H", "H", "N", "H", "C", "H", "H", "H", "H", "H", "C", "H", "H", "H", "C", "H", "H", "C", "H", "C", "C", "C", "C", "N", "O", "S", "H", "H", "H", "H", "C", "S", "C", "H", "I", "H", "C", "H", "C", "C", "C", "H", "C", "N", "H", "C", "C", "C", "C", "C", "C", "H", "H", "H", "H", "H", "H", "I", "C", "H", "H", "H", "Y", "H"], "coordinates": [[3.56914, -3.35433, -1.28186], [-4.73568, 0.90609, 3.87752], [-2.87847, 3.78614, -2.48899], [1.24253, 4.53123, -1.40933], [-1.19262, -4.13800, 2.70404], [-0.79904, 0.48948, -4.67210], [0.96707, -2.36534, -1.45873], [-1.15108, -2.40928, -2.44578], [5.68587, -2.60353, 3.34344], [-4.36149, 0.67697, 0.16865], [-1.57177, 1.13843, 2.67927], [-3.78642, 1.39560, 2.04780], [-4.51818, 5.57720, -0.14164], [4.04579, -4.31864, 1.86608], [4.31147, -4.53910, 3.01657], [-1.89372, 0.60452, 4.70618], [0.03638, 1.49396, -4.02903], [1.39452, -3.41784, -2.29755], [4.71805, -0.78278, 0.82512], [-1.43753, 1.82725, -2.27296], [-1.83400, 0.61361, -4.36801], [-2.63491, 2.75357, -0.32072], [-5.31340, 2.05399, 0.74023], [-2.04276, 1.73926, 0.49575], [0.37564, -4.65936, 1.43554], [-0.31498, -1.88210, -1.56869], [0.25904, 4.07132, -1.50707], [0.52397, 3.82553, -4.86448], [-4.29199, 1.76153, 3.36594], [1.45422, 1.43415, -4.40651], [-1.83888, 0.14415, 3.71840], [1.87989, 4.25979, -3.80871], [-0.06128, 2.33944, 1.85240], [2.54680, -4.59132, 1.53107], [0.51175, 0.96155, 2.81914], [-4.80877, 1.13588, 1.04673], [2.05628, 2.02308, -3.72274], [-0.44897, -0.51487, -4.42029], [-4.08352, 5.55419, -2.59249], [5.17250, 1.19550, 0.46497], [2.93565, -6.31957, 0.32658], [4.71695, 0.37334, -0.08039], [1.81180, 0.40642, -4.32549], [-3.59919, 3.80854, 1.27587], [-1.03044, -0.59028, 3.70514], [5.28889, -2.12476, 2.46722], [-1.26847, -3.41185, 1.09003], [5.27233, 0.12939, -0.98268], [0.47290, -3.93389, -3.22968], [-1.52138, -3.84182, -4.01330], [1.42349, -3.97261, 1.94908], [-3.92418, 4.79166, -0.58859], [-3.41024, 3.78308, 0.20965], [2.72683, -3.92173, -2.18057], [4.43834, -2.79678, 1.62680], [1.26417, 0.77917, -0.48701], [1.38560, -0.52552, 0.64287], [3.70015, 0.62780, -0.36086], [-0.17288, 2.37956, 3.62604], [-2.65590, 3.77836, -3.54984], [-0.51333, 4.82881, -1.35857], [5.47763, -0.87853, 1.96830], [1.32279, -2.55295, 2.88715], [-0.42447, 2.28103, -3.04707], [4.67948, -5.00423, 1.09978], [4.08756, -0.92388, -3.72433], [0.79897, -4.73201, -3.88346], [2.18805, -5.67867, 0.75831], [-5.54031, 0.45047, 1.47524], [-1.01301, -4.31593, 1.64621], [0.84025, -5.73080, 0.69488], [-3.67283, 4.78500, -1.95302], [-0.71817, 0.60422, -5.75393], [1.86090, -1.82626, -0.47105], [0.18037, 3.46498, -2.82768], [0.17178, -6.42395, 0.21603], [-0.24398, 1.74366, 2.74120], [0.79278, 4.24250, -3.89841], [-2.47509, 1.46419, 1.73213], [-0.80311, -3.44788, -3.30987], [3.12590, -2.33617, -0.39878], [-2.31985, 2.79235, -1.69220], [0.41633, 5.26489, -3.83879], [-2.15509, -1.99378, -2.47878], [-2.77382, -0.36840, 3.50893], [-5.05803, 2.52912, 3.24015], [1.59656, 1.78114, -5.43085], [6.08902, -0.05849, 2.29908], [3.46098, -5.38411, -3.42213], [4.08609, -1.95428, 0.66225], [4.60675, -3.64987, -1.22711], [-3.49010, 2.16689, 3.97621], [-1.62980, -5.14263, 1.30183], [-0.66763, 0.32327, -0.73125], [0.17820, 3.31479, -0.72865]], "lowdin_charge": [-0.169, 0.099, -0.030, 0.105, 0.079, -0.025, -0.199, -0.142, 0.128, 0.092, -0.127, -0.143, 0.110, -0.392, 0.077, 0.100, -0.120, -0.200, -0.035, -0.026, 0.086, -0.240, 0.095, -0.016, -0.125, -0.028, -0.012, 0.094, -0.031, -0.089, -0.023, 0.099, 0.079, -0.004, 0.063, -0.023, 0.080, 0.079, 0.110, 0.097, 0.120, 0.004, -0.074, 0.115, 0.070, -0.023, 0.071, 0.041, -0.006, 0.118, -0.746, -0.072, -0.041, -0.716, 0.066, -0.736, 0.833, 0.052, 0.103, 0.124, 0.100, -0.007, 0.590, -0.404, 0.079, -0.143, 0.063, -0.066, 0.101, -0.042, -0.041, -0.071, 0.102, -0.378, -0.120, 0.120, -0.030, -0.028, -0.386, -0.026, -0.166, -0.256, 0.101, 0.118, 0.093, 0.101, 0.101, 0.128, 1.020, -0.220, 0.120, 0.094, 0.092, 1.417, 0.070]}

---

[2]
{"formula": "C33H44Br3F2IN3O11S", "method": "ωB97M-V/def2-TZVPD", "e_above_lowest_kcal_mol": 320.6, "lumo_ha": -0.1901, "charge": 1, "max_force_ev_per_a": 10.28, "total_energy_ev": -296404.907, "orbital_gap_ev": 6.11, "e_homo_ev": -11.2793, "species": ["H", "C", "O", "O", "C", "C", "C", "C", "O", "H", "H", "H", "C", "C", "H", "O", "C", "H", "C", "H", "H", "C", "C", "N", "H", "H", "O", "C", "H", "H", "H", "H", "H", "I", "H", "C", "O", "C", "H", "C", "H", "C", "N", "C", "C", "H", "N", "H", "C", "O", "C", "H", "F", "O", "H", "H", "H", "H", "H", "H", "C", "C", "C", "C", "H", "C", "C", "H", "C", "H", "Br", "S", "Br", "O", "H", "H", "H", "H", "H", "H", "O", "C", "C", "H", "C", "H", "O", "H", "F", "H", "Br", "H", "H", "C", "H", "C", "H", "C"], "coordinates": [[2.70579, 3.38731, 0.76216], [-0.64615, -6.69552, -3.50741], [1.73397, 2.92533, 7.15352], [0.90080, 2.40257, 0.69849], [-3.14173, -2.77920, -4.40413], [1.80995, -1.05296, -2.79585], [-1.90744, -3.06037, -3.31108], [-1.92142, 8.25650, -0.52191], [-1.36320, 8.61023, -1.54731], [-1.73801, -1.17397, -5.42037], [-2.72090, -1.46259, -7.89704], [1.13117, 3.52174, -1.84268], [1.73002, -4.98389, -0.21435], [-2.98711, 6.93161, 0.99060], [-4.14905, -2.52779, -7.27354], [-1.20174, 3.13733, 1.21813], [2.02707, 2.95554, 0.01914], [-2.78572, -1.16025, 3.25066], [0.82813, 2.77770, 6.34988], [-0.64928, -2.30369, -0.50265], [2.17555, 4.78207, -1.16522], [-2.61848, 8.20287, 1.70958], [-1.78564, -0.78050, 1.54693], [1.22081, -4.82097, -1.62015], [-0.65136, -4.43615, -0.75378], [-2.70856, 6.04290, 1.56438], [0.34243, 3.76921, 5.54664], [-2.38287, 9.16756, 0.57500], [2.55338, 2.16612, -0.52531], [0.94764, -2.61616, -4.23720], [6.89847, -3.22399, 4.06558], [-1.55549, -2.92418, -6.09442], [-1.82823, -1.92696, 1.29138], [-2.52070, -5.81179, -1.81356], [-0.54589, 4.80124, -0.82368], [1.32090, -1.49371, -4.29676], [2.97921, -2.82246, 3.93396], [4.06150, -3.38029, 4.00912], [-3.90785, -1.96739, -4.01691], [1.14538, -1.49552, -1.50456], [-2.24407, 1.21211, 0.53919], [-0.16941, -2.45118, -1.58468], [-0.69742, -5.40310, -4.04498], [-1.78591, 0.17177, 0.19591], [-1.75009, -0.58994, -2.46505], [-3.30672, 9.66277, 0.26340], [-1.33608, -2.05931, -2.51472], [5.35892, -5.80448, 4.56906], [-0.06976, -4.07139, -1.73334], [1.43117, -6.16186, 0.40146], [6.19862, -3.83504, 4.64522], [-0.78032, -0.54095, 2.12244], [2.51185, -4.01628, 0.58450], [2.30593, -4.83647, -3.92686], [6.67523, -4.12299, 5.58679], [2.19459, -1.48030, -5.10418], [-1.68524, 8.05662, 2.26696], [-3.01723, -1.51688, -0.71503], [0.51979, 5.31231, 0.53287], [6.47995, -5.47774, 3.23691], [-0.61964, 1.77608, 4.81072], [5.71041, -5.03285, 3.87333], [-2.36671, -2.12997, -5.73666], [4.53940, -4.47535, 3.10434], [-4.05549, 6.88177, 0.75556], [-0.13240, 3.29396, 0.65232], [-2.64686, -0.43858, -1.06122], [-0.85629, 0.16281, -2.51151], [1.45946, 3.99643, -0.90999], [-2.49379, -0.28144, -3.33057], [1.99331, -0.76630, 0.17742], [0.06269, -8.23539, -3.14276], [3.45413, 0.14978, -2.72159], [5.03187, -3.05912, 4.91433], [-1.56620, 1.24261, 4.69000], [4.84913, -4.04073, 2.14988], [-0.69202, 0.41255, -0.17438], [-0.77448, 3.68938, 3.80573], [3.76315, -5.22904, 2.95339], [-1.69524, 3.59179, 5.32717], [-2.89264, -0.50179, 2.48090], [-1.14730, -4.46745, -2.95114], [0.05883, 1.51029, 6.13074], [-1.61478, 9.90260, 0.82635], [-0.77958, 3.27384, 4.81762], [-3.38418, 8.53589, 2.41523], [-2.25304, 6.96405, -0.23246], [-0.66385, 1.38602, 6.94198], [3.46699, -3.67668, -2.16969], [-3.99472, -0.72214, -6.70070], [-4.02096, -4.46055, -5.06047], [0.04408, 1.47763, 3.99009], [0.72745, 0.64839, 6.07177], [2.26708, -4.47198, -2.63018], [0.36780, -0.87446, -4.66101], [0.25840, 4.49852, -0.14922], [-3.64133, 0.18430, -1.25547], [-3.39185, -1.70006, -6.94103]], "lowdin_charge": [0.139, -0.729, 0.104, -0.026, -0.552, -0.586, -0.060, -0.461, 0.101, 0.098, 0.104, 0.121, -0.144, -0.169, 0.065, 0.079, -0.182, 0.123, -0.459, 0.144, 0.129, -0.167, -0.240, 0.073, 0.090, 0.124, 0.028, -0.085, 0.065, 0.070, 0.131, 0.131, 0.111, 1.078, 0.131, -0.113, 0.086, -0.460, 0.131, -0.538, 0.122, -0.168, -0.034, -0.162, -0.102, 0.139, -0.015, 0.126, -0.229, 0.061, -0.167, 0.121, 0.007, 0.052, 0.132, 0.117, 0.124, 0.125, 0.144, 0.122, -0.170, -0.166, -0.288, -0.100, 0.131, -0.452, -0.137, 0.143, -0.154, 0.133, 0.731, 0.675, 0.636, 0.035, 0.115, 0.130, 0.078, 0.110, 0.128, 0.132, -0.136, -0.592, -0.084, 0.134, -0.167, 0.123, 0.007, 0.137, -0.008, 0.092, 0.686, 0.116, 0.133, -0.157, 0.083, -0.077, 0.135, -0.139]}